# 1
{"formula": "C5H6OS2", "method": "ωB97M-V with the def2-TZVPD basis set", "species": ["C", "C", "C", "C", "C", "O", "S", "S", "H", "H", "H", "H", "H", "H"], "coordinates": [[-0.39639, 0.07069, -2.13770], [0.25978, -1.04951, -1.35501], [-0.15081, 0.95015, -0.82688], [0.45991, -0.19240, -0.15764], [0.29797, -0.74985, 1.15065], [1.57218, 2.36523, 0.30592], [-1.59474, -1.19951, -1.50801], [1.62302, 1.09973, -0.69055], [-0.46334, 0.43105, -3.09873], [0.71801, -2.00137, -1.63460], [1.40836, 3.13653, 0.14466], [-0.70519, -1.07439, 1.25178], [0.40002, -0.01238, 1.97684], [0.85930, -1.61039, 1.37175]], "mulliken_charge": [-0.298, -0.656, -0.845, 1.149, -1.364, -0.327, -0.186, 0.150, 0.558, 0.526, 0.246, 0.353, 0.342, 0.353], "charge": 0, "homo_ev": -7.85, "relative_energy_kj_mol": 661.1, "orbital_gap_ev": 8.02}


# 2
{"formula": "C5H6S", "method": "ωB97M-V with the def2-TZVPD basis set", "species": ["C", "C", "C", "C", "C", "H", "H", "H", "H", "H", "H", "S"], "coordinates": [[-0.71601, 1.03112, -0.39467], [0.78389, 0.72427, -0.32470], [0.88013, -0.72056, 0.25489], [-0.53958, -1.16447, 0.41305], [-1.40434, -0.18626, -0.00967], [1.26516, 0.75433, -1.27821], [1.31248, 1.41846, 0.38440], [1.51332, -1.45802, -0.28815], [1.38956, -0.64501, 1.23744], [-0.87018, -2.09080, 0.76216], [-2.44617, -0.22329, 0.01996], [-1.16826, 2.56022, -0.77651]], "mulliken_charge": [0.131, -0.532, -0.553, -0.392, -0.437, 0.286, 0.276, 0.318, 0.233, 0.458, 0.494, -0.281], "charge": 0, "homo_ev": -8.34, "smiles": "S=C1C=CCC1", "relative_energy_kj_mol": 12.2, "orbital_gap_ev": 7.88}


# 3
{"formula": "C5H6S", "method": "ωB97M-V with the def2-TZVPD basis set", "species": ["C", "C", "C", "C", "C", "S", "H", "H", "H", "H", "H", "H"], "coordinates": [[-0.15718, 0.56746, -0.03754], [0.61067, 1.52556, -0.68613], [-0.60327, 0.03883, 1.30245], [-1.41455, -0.18593, 0.15501], [0.74042, 0.11533, -1.11981], [2.30144, -0.88313, -0.64421], [0.06836, -0.65689, 1.63427], [-0.96497, 0.63830, 2.17174], [-1.31938, -1.15298, -0.29063], [-2.38246, 0.16977, 0.30544], [0.10559, -0.38070, -1.77278], [3.01532, 0.20438, -1.01779]], "mulliken_charge": [0.987, -0.765, -0.348, -0.737, -0.539, -0.262, 0.231, 0.220, 0.266, 0.318, 0.475, 0.154], "charge": 0, "homo_ev": -8.60, "relative_energy_kj_mol": 553.5, "orbital_gap_ev": 8.01}


# 4
{"formula": "C5H6S", "method": "ωB97M-V with the def2-TZVPD basis set", "species": ["C", "C", "C", "C", "C", "S", "H", "H", "H", "H", "H", "H"], "coordinates": [[0.75679, 0.83137, -0.43928], [-0.02501, 1.29568, 0.45445], [1.30802, -0.61823, -0.34399], [-0.95751, 1.55985, 1.37540], [-1.16763, -1.97367, -0.49155], [0.02664, -1.42005, -1.44875], [0.99104, 1.23143, -1.41305], [2.27267, -0.64740, -0.78065], [1.47273, -1.17651, 0.57600], [-0.78995, 2.22822, 2.31085], [-1.94031, 1.19074, 1.34774], [-1.94746, -2.50142, -1.14717]], "mulliken_charge": [-0.489, 0.274, -0.478, -0.702, -0.402, 0.032, 0.346, 0.327, 0.412, 0.194, 0.283, 0.204], "charge": 0, "homo_ev": -8.46, "relative_energy_kj_mol": 417.7, "orbital_gap_ev": 8.53}